Entry 1:
{
  "formula": "C6H16Si4",
  "method": "wB97M-V/def2-TZVPD",
  "symbols": ["C", "Si", "C", "Si", "C", "Si", "C", "Si", "C", "C", "H", "H", "H", "H", "H", "H", "H", "H", "H", "H", "H", "H", "H", "H", "H", "H"],
  "xyz": [[0.515, 0.288, -1.986], [0.970, -1.309, -1.112], [1.906, -0.980, 0.506], [1.074, 0.315, 1.658], [1.115, 1.906, 0.590], [-0.139, 1.685, -0.836], [-1.864, 0.959, -0.369], [-1.720, -0.674, 0.490], [-0.735, -1.943, -0.572], [-0.675, -0.383, 2.040], [1.395, 0.721, -2.563], [-0.245, 0.101, -2.710], [1.640, -2.062, -2.160], [1.740, -2.006, 0.857], [2.906, -0.616, 0.160], [1.839, 0.728, 2.889], [1.964, 2.293, 0.063], [0.649, 2.654, 1.260], [-0.215, 2.955, -1.592], [-2.468, 1.682, 0.211], [-2.482, 0.708, -1.237], [-3.063, -1.105, 0.944], [-0.721, -2.958, -0.183], [-1.481, -1.962, -1.401], [-1.184, 0.390, 2.520], [-0.719, -1.385, 2.535]],
  "mulliken_charge": [-0.794, 0.399, -0.587, 0.298, -0.711, 0.408, -0.718, 0.306, -0.773, -0.655, 0.314, 0.334, -0.251, 0.220, 0.344, -0.233, 0.420, 0.251, -0.254, 0.388, 0.273, -0.247, 0.443, 0.212, 0.333, 0.281],
  "largest_force_ev_per_a": 3.1,
  "e_tot_ev": -37993.744,
  "e_above_lowest_ev": 1.065,
  "homo_lumo_gap_ha": 0.3729,
  "lumo_ev": 0.61,
  "smiles": "C1[SiH]2C[SiH]3C[SiH]1C[SiH](C2)C3"
}

---

Entry 2:
{
  "formula": "C5H8O2",
  "method": "wB97M-V/def2-TZVPD",
  "symbols": ["O", "C", "C", "C", "C", "C", "O", "H", "H", "H", "H", "H", "H", "H", "H"],
  "xyz": [[-1.380, 0.386, 1.733], [-0.297, -0.201, 1.048], [-0.915, -0.853, -0.266], [-0.137, 0.000, -1.289], [1.296, -0.120, -0.774], [0.629, 0.768, 0.299], [-0.209, 1.336, -0.725], [-1.006, 1.108, 2.244], [0.350, -0.664, 1.845], [-0.802, -1.927, -0.446], [-1.980, -0.601, -0.329], [-0.402, -0.027, -2.351], [1.652, -1.126, -0.524], [2.018, 0.436, -1.373], [1.184, 1.485, 0.908]],
  "mulliken_charge": [-0.536, 0.172, -0.932, -0.065, -0.569, -0.313, -0.481, 0.299, 0.314, 0.316, 0.294, 0.447, 0.243, 0.272, 0.541],
  "largest_force_ev_per_a": 1.6,
  "e_tot_ev": -9407.725,
  "e_above_lowest_ev": 2.107,
  "homo_lumo_gap_ha": 0.3908,
  "lumo_ev": 0.97
}

---

Entry 3:
{
  "formula": "C30H27N5OsPS5",
  "method": "wB97M-V/def2-TZVPD",
  "symbols": ["Os", "N", "C", "N", "C", "C", "S", "C", "C", "S", "C", "N", "N", "H", "H", "H", "H", "H", "H", "S", "P", "S", "C", "C", "C", "C", "C", "C", "C", "C", "C", "C", "C", "C", "H", "H", "H", "H", "H", "H", "H", "H", "H", "H", "N", "S", "C", "C", "C", "C", "C", "C", "C", "C", "C", "C", "C", "C", "H", "H", "H", "H", "H", "H", "H", "H", "H", "H", "H"],
  "xyz": [[-0.328, 0.006, -0.473], [-0.425, -1.956, 2.897], [-0.442, -0.624, 2.938], [-0.465, 0.161, 1.888], [-0.494, 1.496, 2.235], [-0.504, 1.717, 3.587], [-0.470, 0.250, 4.463], [-0.501, 2.505, 1.194], [-0.492, 3.859, 1.367], [-0.492, 4.692, -0.133], [-0.512, 3.156, -0.964], [-0.507, 2.121, -0.143], [-0.529, 3.060, -2.293], [-0.249, -2.438, 2.030], [-0.380, -2.485, 3.752], [-0.531, 2.655, 4.102], [-0.487, 4.407, 2.288], [-0.577, 3.883, -2.872], [-0.536, 2.152, -2.736], [3.426, -2.025, -2.582], [3.776, -0.727, -1.111], [1.970, -0.046, -0.314], [4.787, 0.694, -1.686], [4.341, 2.004, -1.615], [5.195, 3.018, -2.022], [6.459, 2.719, -2.503], [6.895, 1.404, -2.563], [6.057, 0.379, -2.157], [4.708, -1.391, 0.310], [5.255, -2.667, 0.276], [6.052, -3.076, 1.333], [6.300, -2.224, 2.397], [5.735, -0.956, 2.427], [4.939, -0.531, 1.379], [3.355, 2.236, -1.237], [4.865, 4.044, -1.966], [7.106, 3.515, -2.841], [7.884, 1.173, -2.928], [6.394, -0.648, -2.201], [5.066, -3.329, -0.558], [6.490, -4.062, 1.316], [6.948, -2.537, 3.203], [5.934, -0.291, 3.252], [4.511, 0.463, 1.386], [-2.313, -0.146, -0.582], [-3.467, -0.768, -1.621], [-4.055, -2.250, -0.741], [-3.236, -2.831, 0.210], [-3.670, -3.972, 0.862], [-4.900, -4.530, 0.544], [-5.701, -3.942, -0.422], [-5.285, -2.792, -1.076], [-4.866, 0.320, -1.257], [-5.353, 1.159, -2.246], [-6.416, 1.998, -1.948], [-6.982, 1.988, -0.682], [-6.470, 1.155, 0.303], [-5.410, 0.312, 0.021], [-2.779, 0.261, 0.233], [-2.273, -2.385, 0.440], [-3.047, -4.420, 1.618], [-5.231, -5.428, 1.043], [-6.659, -4.372, -0.669], [-5.919, -2.340, -1.823], [-4.920, 1.151, -3.234], [-6.804, 2.655, -2.709], [-7.833, 2.616, -0.468], [-6.904, 1.155, 1.291], [-5.034, -0.351, 0.788]],
  "mulliken_charge": [0.617, -0.301, 0.358, -0.099, 0.557, -0.566, -0.043, 0.295, -0.589, -0.056, 0.500, -0.364, -0.367, 0.222, 0.252, 0.434, 0.429, 0.249, 0.163, -0.096, 0.711, 0.034, 0.770, -0.099, -0.551, -0.527, -0.713, -0.689, 0.628, -0.289, -0.618, -0.458, -0.662, -0.517, 0.243, 0.411, 0.411, 0.418, 0.372, 0.381, 0.422, 0.428, 0.426, 0.394, -0.297, 0.181, 0.469, 0.010, -0.376, -0.609, -0.605, -0.398, 0.590, -0.616, -0.558, -0.515, -0.816, -0.156, 0.259, 0.004, 0.391, 0.422, 0.430, 0.462, 0.449, 0.456, 0.442, 0.435, 0.426],
  "spin_multiplicity": 5,
  "largest_force_ev_per_a": 1.8,
  "e_tot_ev": -104903.538,
  "total_charge": 3,
  "homo_lumo_gap_ha": [0.2496, 0.1330],
  "lumo_ev": [-8.86, -11.86],
  "s2": 6.0577
}

---

Number 3 is which compound?
C30H27N5OsPS5

---

Number 2 is which compound?
C5H8O2

---

Copy entry 1 word for word.
{
  "formula": "C6H16Si4",
  "method": "wB97M-V/def2-TZVPD",
  "symbols": ["C", "Si", "C", "Si", "C", "Si", "C", "Si", "C", "C", "H", "H", "H", "H", "H", "H", "H", "H", "H", "H", "H", "H", "H", "H", "H", "H"],
  "xyz": [[0.515, 0.288, -1.986], [0.970, -1.309, -1.112], [1.906, -0.980, 0.506], [1.074, 0.315, 1.658], [1.115, 1.906, 0.590], [-0.139, 1.685, -0.836], [-1.864, 0.959, -0.369], [-1.720, -0.674, 0.490], [-0.735, -1.943, -0.572], [-0.675, -0.383, 2.040], [1.395, 0.721, -2.563], [-0.245, 0.101, -2.710], [1.640, -2.062, -2.160], [1.740, -2.006, 0.857], [2.906, -0.616, 0.160], [1.839, 0.728, 2.889], [1.964, 2.293, 0.063], [0.649, 2.654, 1.260], [-0.215, 2.955, -1.592], [-2.468, 1.682, 0.211], [-2.482, 0.708, -1.237], [-3.063, -1.105, 0.944], [-0.721, -2.958, -0.183], [-1.481, -1.962, -1.401], [-1.184, 0.390, 2.520], [-0.719, -1.385, 2.535]],
  "mulliken_charge": [-0.794, 0.399, -0.587, 0.298, -0.711, 0.408, -0.718, 0.306, -0.773, -0.655, 0.314, 0.334, -0.251, 0.220, 0.344, -0.233, 0.420, 0.251, -0.254, 0.388, 0.273, -0.247, 0.443, 0.212, 0.333, 0.281],
  "largest_force_ev_per_a": 3.1,
  "e_tot_ev": -37993.744,
  "e_above_lowest_ev": 1.065,
  "homo_lumo_gap_ha": 0.3729,
  "lumo_ev": 0.61,
  "smiles": "C1[SiH]2C[SiH]3C[SiH]1C[SiH](C2)C3"
}